Entry from the Open Molecules 2025 dataset: a single C22H25F4NO2 molecule (ωB97M-V/def2-TZVPD).

- E_LUMO (eV) = 0.6
- SMILES = COc1cc(CN2CCC(CO)(Cc3cccc(C(F)(F)F)c3)CC2)ccc1F
- energy relative to the best compared isomer or geometry (same formula, charge and spin) (kJ/mol) = 0.0

Cartesian coordinates (Å):
H -2.20 5.45 -2.67
F 1.56 5.58 -3.12
C -0.50 -2.61 -1.93
C 0.94 -3.39 0.00
C -1.44 -1.43 2.51
H -0.64 -3.67 -2.14
H 1.52 -2.67 -2.71
H -0.64 -4.59 4.55
H 1.12 -3.27 1.08
H 1.50 0.56 -1.02
C 0.60 -2.07 -2.83
C -1.37 0.00 4.53
C 1.55 4.22 -3.20
H 3.80 1.75 -3.62
C -0.18 -2.43 -0.44
H -1.83 -3.73 0.09
H 3.65 4.22 -3.46
H -1.68 -0.54 1.95
O -0.89 3.96 -2.91
H 1.38 -0.32 -4.51
H -0.09 -5.02 0.15
C 0.36 3.49 -3.10
C 0.47 2.10 -3.21
C 2.84 2.22 -3.48
H -2.24 -2.02 0.05
C 1.72 -0.04 -3.51
C -1.32 -2.65 1.85
H 0.62 -0.85 0.81
H -0.43 1.51 -3.13
H -0.97 -4.75 2.14
C -1.04 -3.78 2.61
C -0.96 -2.48 4.63
H 1.86 -3.14 -0.53
O 0.70 -4.74 -0.32
H 2.77 -0.40 -3.40
H -0.82 -2.40 5.70
H -0.61 5.78 -1.95
H 0.28 -2.16 -3.87
H -0.82 5.87 -3.72
F -1.47 -0.07 5.87
F -0.29 0.77 4.27
F -2.43 0.69 4.10
C 1.69 1.46 -3.39
C -1.12 5.34 -2.81
C -1.48 -2.73 0.36
H -0.63 -0.33 -0.33
C -1.26 -1.35 3.88
C 1.31 -0.50 -1.19
C 2.77 3.60 -3.39
H 2.26 -1.04 -1.03
C -0.86 -3.70 3.98
C 0.24 -0.97 -0.20
N 0.83 -0.66 -2.55
H -1.42 -2.07 -2.16

Atomic partial charges in e from the Mulliken method, atoms 1 to 2: number 1, H, carries 0.246; number 2, F, carries -0.324

Entry from the Open Molecules 2025 dataset: a molecular structure, C22H25F6PPtSbSe2 in a non-equilibrium geometry (ωB97M-V/def2-TZVPD).

- E_LUMO (spin up / spin down) (eV) = -9.6 / -9.6
- spin multiplicity = 2
- total charge = +2

Cartesian coordinates (Å):
H 2.01 4.64 -0.47
C -2.14 2.06 -0.25
H -2.97 3.99 -0.58
F 4.04 -3.00 -1.36
C -0.85 -0.64 2.89
C -3.08 3.05 -0.07
H -1.36 -2.26 -4.39
H 4.39 1.79 0.80
H -0.13 -4.44 2.85
H -1.04 0.43 2.90
F 1.47 -2.06 -1.04
H 3.40 3.61 -0.15
C 3.99 1.34 1.70
C -1.74 -1.53 -1.12
F 4.41 -0.87 -3.17
Pt 1.08 0.43 -0.49
C -0.54 -2.70 1.67
H -3.49 -0.35 1.73
H -3.12 -2.48 0.24
C -0.82 -1.34 1.68
H -3.12 -3.91 -3.79
H 3.54 1.64 -3.41
H -0.71 -0.79 5.02
Sb 3.02 -1.73 -2.25
F 3.43 -0.40 -0.76
H -3.95 -4.05 -1.46
H 4.23 1.66 -1.78
C -4.17 2.82 0.76
H -0.24 -3.21 4.99
P -1.00 -0.43 0.13
C -3.38 0.60 1.23
H 4.39 1.84 2.59
C -1.75 -2.32 -3.38
C -2.73 -2.45 -0.77
C -1.28 -1.43 -2.43
H 1.99 3.92 1.86
C -3.20 -3.33 -1.73
Se 2.06 1.40 1.77
H -0.52 -0.70 -2.69
H -0.46 -3.22 0.72
C -4.31 1.61 1.42
H -1.28 2.21 -0.90
F 2.14 -2.74 -3.56
H 4.27 0.29 1.73
C -0.40 -2.69 4.06
H 4.07 3.18 -2.72
C 1.67 3.23 1.09
C -0.34 -3.38 2.86
C 2.32 3.62 -0.23
H 0.58 3.25 1.02
F 1.88 -0.19 -2.86
H -4.92 3.59 0.88
C -0.66 -1.32 4.08
Se 1.84 2.50 -1.81
C 3.62 2.21 -2.49
C -2.71 -3.26 -3.03
C -2.28 0.84 0.41
H -5.16 1.43 2.06

Atomic partial charges in e from the Mulliken method, atoms 1 to 2: number 1, H, carries 0.497; number 2, C, carries -0.314

Entry from the Open Molecules 2025 dataset: a single C22H25N3O2 molecule (ωB97M-V/def2-TZVPD).

- E_LUMO (eV) = 0.6
- SMILES = COc1ccc(C(=O)NCCNc2nc3cc(C)c(C)cc3cc2C)cc1
- energy relative to the best compared isomer or geometry (same formula, charge and spin) (kJ/mol) = 51.8

Cartesian coordinates (Å):
C 1.86 2.52 1.96
N -0.23 0.70 1.86
H 1.33 -2.93 -0.88
C -0.34 1.81 2.55
H -4.42 0.63 2.06
H 0.04 -4.25 -3.80
C -1.83 -2.46 -2.65
H -0.91 -3.51 -5.11
H 2.28 -2.10 -2.12
H 5.18 0.36 -1.00
H -2.19 0.07 3.25
H 1.45 4.61 3.46
C 0.71 2.78 2.65
O 0.21 -2.19 -3.96
H 0.29 3.77 4.50
C -2.61 1.07 3.20
H -3.57 -2.46 -1.40
C -3.39 -0.13 -0.14
C 2.01 1.34 1.20
H 3.10 -2.90 -0.78
H -3.73 2.23 1.75
C 3.15 1.02 0.46
C -0.71 -1.75 -3.06
H 0.87 -3.59 -5.23
H -1.72 2.95 3.53
H -0.27 4.65 3.06
H 4.93 -1.37 -0.72
N -2.78 0.63 0.80
N -1.51 2.01 3.23
C 1.02 -0.76 0.46
C 0.03 -3.46 -4.55
H -2.04 -3.44 -3.05
C 4.46 -0.45 -1.07
C 0.92 0.43 1.20
H -3.23 1.26 4.08
H -1.77 0.57 0.92
C -0.48 -0.48 -2.53
C 3.23 -0.15 -0.27
O -4.59 -0.34 -0.16
H 4.21 -0.60 -2.12
H 0.38 0.07 -2.87
H -1.14 1.04 -1.20
H 3.98 1.71 0.46
C 0.53 4.02 3.46
C 2.15 -1.05 -0.26
C 2.22 -2.32 -1.05
C -3.48 1.18 1.94
C -1.33 0.05 -1.59
H 2.68 3.23 1.99
C -2.45 -0.67 -1.16
C -2.69 -1.91 -1.72
H 0.18 -1.44 0.48

Atomic partial charges in e from the Mulliken method, atoms 1 to 2: number 1, C, carries -0.896; number 2, N, carries -0.628

Entry from the Open Molecules 2025 dataset: a single C22H25N3O7S molecule in a non-equilibrium geometry (ωB97M-V/def2-TZVPD).

- E_LUMO (eV) = 0.6
- SMILES = COc1cccc(CNC(=O)CN2C(=O)COc3ccc(S(=O)(=O)N4CCOCC4)cc32)c1
- energy relative to the best compared isomer or geometry (same formula, charge and spin) (kJ/mol) = 102.8

Cartesian coordinates (Å):
C 2.17 -0.59 3.38
H -1.33 -3.88 1.22
C -1.08 -2.95 0.71
H 0.62 -3.26 2.44
H -0.32 -1.41 -4.21
C -1.52 -0.54 1.11
H -1.63 -2.89 -0.23
C 2.47 -2.51 1.75
H -0.26 1.44 -5.33
N 1.13 -3.06 1.59
C -2.24 -1.01 3.74
C 0.11 0.41 -5.31
C -0.61 -0.36 -4.20
H 1.56 -0.74 -2.60
C -1.69 0.51 2.04
H 1.32 3.71 -0.71
C 2.17 -0.14 1.03
H 2.26 -0.47 0.01
C 1.89 1.20 1.27
C 1.56 3.36 0.29
H -1.52 3.15 -0.09
O 1.50 0.40 -5.11
H 1.35 0.83 -1.78
H -1.69 -0.27 -4.30
H -1.96 -1.15 4.78
N -0.26 0.19 -2.90
N -1.48 -1.86 1.59
H 1.53 2.05 -3.87
H 3.00 -2.64 0.81
H -1.14 -0.97 -0.97
O -0.39 2.74 -2.45
H 1.57 2.68 2.80
H 0.73 3.59 0.96
H 2.47 3.85 0.66
S -1.12 1.50 -2.36
C 0.43 -2.85 0.46
C 2.31 -1.04 2.07
O -1.82 0.28 3.37
C 1.84 1.00 -3.88
C -1.32 1.10 -0.63
H -0.06 -0.06 -6.28
C -1.33 -0.22 -0.23
H 1.80 1.10 4.64
H -1.82 2.60 2.35
C -1.52 2.13 0.27
O 1.75 1.97 0.16
C 1.18 0.28 -2.70
C 1.77 1.65 2.58
H 2.93 0.94 -3.80
O -1.35 -3.21 3.39
H 2.26 -1.28 4.20
C -1.63 -2.13 2.91
C 1.91 0.74 3.62
O 0.90 -2.58 -0.62
C -1.69 1.83 1.61
H 2.97 -3.04 2.56
O -2.42 1.46 -2.98
H -3.33 -1.10 3.65

Atomic partial charges in e from the Mulliken method, atoms 1 to 2: number 1, C, carries -0.665; number 2, H, carries 0.543

Entry from the Open Molecules 2025 dataset: a single C22H25N3OS molecule (ωB97M-V/def2-TZVPD).

- E_LUMO (eV) = 0.1
- SMILES = Cc1ccc(Sc2cc(C(=O)NCCCN(C)C)c3ccccc3n2)cc1
- energy relative to the best compared isomer or geometry (same formula, charge and spin) (kJ/mol) = 0.0

Cartesian coordinates (Å):
C 1.05 -0.54 -0.59
H 4.13 -4.93 1.66
C -0.84 0.89 -0.93
C 3.71 -4.44 0.79
C -0.12 5.79 3.02
H -1.05 4.93 0.46
C -2.87 3.90 0.03
N -1.50 5.41 3.25
C -1.73 -2.72 -0.98
H -3.52 0.69 -1.42
H -1.43 5.89 5.26
C 3.52 -3.07 0.81
C 2.99 -2.44 -0.30
H -2.93 4.30 -0.98
H -1.13 4.17 4.94
C 3.54 -6.68 -0.32
H -4.79 -1.42 -1.57
H -2.93 4.04 2.68
H -1.26 3.48 2.41
H 3.59 -7.07 -1.33
H -2.51 5.83 0.91
C 0.51 0.76 -0.73
N 0.34 -1.63 -0.66
C -1.43 2.26 -1.08
C 2.83 -4.54 -1.43
C -1.93 4.36 2.35
H 0.58 4.95 3.17
C -2.04 4.84 0.90
C -1.64 -0.28 -1.03
H 1.16 1.62 -0.67
H -1.21 -3.66 -0.87
C -3.08 -2.67 -1.22
C 3.36 -5.20 -0.32
H 4.44 -6.96 0.21
C -3.73 -1.44 -1.37
H -3.88 3.79 0.44
H 2.24 -2.67 -2.30
O -1.18 3.00 -2.01
H 0.00 6.17 2.01
C 2.65 -3.17 -1.43
C -3.03 -0.26 -1.28
H 2.56 -5.11 -2.31
C -0.98 -1.53 -0.89
S 2.77 -0.67 -0.29
H -3.65 -3.58 -1.30
C -1.71 5.05 4.63
H 0.15 6.59 3.71
H -2.37 1.96 0.71
H -2.77 4.84 4.79
H 2.69 -7.16 0.18
H 3.80 -2.49 1.67
N -2.28 2.58 -0.08

Atomic partial charges in e from the Mulliken method, atoms 1 to 2: number 1, C, carries 0.470; number 2, H, carries 0.366

Entry from the Open Molecules 2025 dataset: a molecular structure, C22H25N4O2PPtS3 in a non-equilibrium geometry (ωB97M-V/def2-TZVPD).

- E_LUMO (spin up / spin down) (eV) = -4.2 / -5.8
- spin multiplicity = 2
- energy relative to the best compared isomer or geometry (same formula, charge and spin) (kJ/mol) = 482.9
- total charge = +1

Cartesian coordinates (Å):
H 3.73 5.41 3.37
H 0.53 3.56 -0.06
C 3.37 -0.99 0.01
H 0.68 2.48 5.14
C 2.12 1.46 -2.02
C -3.59 -2.76 0.18
S 2.96 2.19 -0.51
H -2.18 -4.37 0.15
H -0.16 -4.94 0.18
C -0.22 3.59 -0.84
C 2.83 -3.42 0.02
S 0.72 0.24 2.51
N 1.07 -1.82 -0.06
H -4.46 -3.40 0.21
H 2.61 4.83 4.61
C -0.57 4.25 5.21
H -2.57 4.66 -0.45
N 1.57 1.26 -0.84
H 0.20 3.17 -1.75
C 2.94 4.69 3.58
H 4.35 -1.38 0.29
H -4.75 3.55 0.03
C -3.84 1.60 0.08
C -3.83 2.98 -0.05
C -1.23 -2.44 0.12
O 2.42 2.29 3.44
N -1.42 -1.11 0.17
C 3.46 3.28 3.36
H 0.27 4.93 5.10
C -2.32 -3.30 0.15
H 4.16 2.99 4.14
H -4.75 1.07 0.28
C -2.66 0.89 -0.03
C 1.93 -4.46 0.06
N -1.46 1.51 -0.29
C -3.76 -1.38 0.12
H 3.07 -0.24 0.74
C -2.64 -0.56 0.10
H -0.47 4.63 -1.03
O -0.03 2.97 3.24
C -0.23 2.88 4.67
H 2.10 4.89 2.91
H -1.42 4.66 4.67
C 2.38 -2.11 -0.02
H -4.75 -0.96 0.07
H 3.96 3.21 2.40
S 2.63 0.47 -3.23
H -0.82 4.17 6.27
C 0.58 -4.16 0.10
H 3.90 -3.61 0.03
C -1.46 2.85 -0.45
P 1.16 2.27 2.41
H -1.04 2.18 4.84
H 3.46 -0.53 -0.97
C -2.63 3.59 -0.32
C 0.17 -2.83 0.04
H 2.27 -5.49 0.09
Pt 0.12 0.06 -0.16

Atomic partial charges in e from the Mulliken method, atoms 1 to 2: number 1, H, carries 0.458; number 2, H, carries 0.002